The following is a quantum chemistry calculation of a cluster of 4 separate species, C33H61N11O6P in total at a distorted geometry, from OMol25.

Last column: Löwdin charge in e.
Element x y z (Å)
C: -4.0344 -5.6757 -0.4981  -0.13
C: -3.5790 -4.0759 -0.6695  -0.24
C: -2.2142 -4.0610 -1.5537  -0.20
C: -1.2618 -2.7437 -1.4318  -0.23
C: 0.0351 -3.0620 -2.4425  -0.07
C: -0.7998 -2.3222 0.0918  -0.22
C: -0.5906 -3.5200 1.1904  -0.02
C: 0.2255 -4.8365 0.6657  -0.24
O: 1.4890 -4.8920 0.2396  -0.03
O: -0.4869 -6.1578 0.7105  -0.02
N: 0.4446 -1.4614 -0.2185  -0.04
C: 1.5461 -1.4444 0.8058  -0.20
N: 1.2150 -0.7580 2.1141  0.01
C: 0.0522 -0.0914 -0.8145  -0.04
N: 0.7549 0.5510 -1.8023  0.03
C: 2.0356 -0.0590 -2.3260  -0.15
O: 2.3952 0.3026 -3.7034  -0.07
C: 3.8595 0.0954 -3.8335  -0.28
C: 4.3992 -1.4607 -4.0039  -0.01
O: 4.7821 1.0601 -3.8718  0.02
C: 0.2280 1.8558 -2.3514  -0.02
C: 1.0941 3.1904 -1.9843  -0.52
N: 2.3647 2.9614 -1.2025  0.05
N: 0.3187 4.2810 -1.2568  0.04
N: 1.5382 3.8383 -3.3139  0.04
N: -1.1927 0.2029 -0.0360  -0.01
C: -1.4028 1.5354 0.6130  -0.15
C: -0.1146 2.1299 1.4562  -0.18
C: -0.2639 2.0076 3.0918  -0.16
C: 1.1522 2.6468 3.7119  -0.20
O: 1.7674 1.7497 4.7160  -0.25
C: 3.1953 1.5129 4.4330  -0.13
C: -1.7533 -1.0441 0.6093  -0.41
O: -3.1586 -0.9961 0.0811  -0.12
P: -2.0957 -1.1193 2.4851  0.83
N: -3.3059 -2.2203 2.7095  -0.31
H: -3.5260 -6.0928 0.4713  0.07
H: -5.2174 -5.7939 -0.4913  0.09
H: -3.5873 -6.2867 -1.4171  0.08
H: -3.5295 -3.5588 0.3764  0.08
H: -4.4455 -3.5688 -1.2700  0.11
H: -2.5530 -4.1196 -2.6980  0.14
H: -1.6604 -5.0970 -1.3633  0.11
H: -1.8371 -1.8577 -1.9887  0.15
H: 0.2427 -2.0860 -3.0911  0.08
H: -0.2921 -3.9157 -3.1957  0.10
H: 0.9775 -3.4485 -1.8693  0.08
H: -0.0995 -3.1935 2.2032  0.11
H: -1.6854 -3.8988 1.4795  0.13
H: -0.1328 -6.7035 -0.0762  0.15
H: 2.4400 -0.8130 0.3277  0.14
H: 2.0088 -2.4848 1.0762  0.14
H: 1.2943 -1.3917 2.9399  0.08
H: 1.8871 0.0536 2.2606  0.06
H: 2.1126 -1.2217 -2.2411  0.13
H: 2.9086 0.3734 -1.6353  0.15
H: 4.2088 -2.0268 -2.9938  0.08
H: 5.5353 -1.4767 -4.3457  0.12
H: 3.7214 -1.9460 -4.8405  0.11
H: 0.2517 1.7607 -3.5422  0.16
H: -0.9377 1.9420 -2.1073  0.15
H: 2.7771 3.8502 -0.8204  0.11
H: 2.2722 2.2382 -0.4580  0.05
H: 0.7686 4.5576 -0.3576  0.07
H: -0.6931 4.0506 -1.1549  0.06
H: 2.5820 3.7378 -3.4223  0.09
H: 1.2424 4.8432 -3.3327  0.08
H: -1.7086 2.4136 -0.1377  0.11
H: -2.3055 1.5291 1.3962  0.13
H: 0.9194 1.6786 1.1531  0.07
H: -0.0373 3.2996 1.2290  0.10
H: -1.1204 2.7138 3.4780  0.13
H: -0.3104 0.9120 3.4997  0.08
H: 1.0084 3.7532 4.0746  0.13
H: 1.9308 2.6912 2.8078  0.11
H: 3.5281 0.6228 5.1516  0.12
H: 3.8954 2.4325 4.6452  0.11
H: 3.4279 1.1531 3.3420  0.08
H: -3.1040 -0.4520 -0.7674  0.10
H: -2.6458 0.1303 3.0290  0.04
H: -0.9969 -1.5475 3.3048  0.00
H: -4.1426 -1.7582 3.1293  -0.02
N: -1.1516 6.4633 3.0058  0.00
C: -1.8235 5.9000 1.9524  -0.16
C: -3.1729 6.0671 2.1698  -0.11
C: -3.3199 6.7609 3.3946  -0.10
C: -2.0559 6.9955 3.8878  -0.13
H: -0.1460 6.4840 3.1149  0.14
H: -1.2853 5.4282 1.1412  0.08
H: -3.9657 5.7272 1.5162  0.09
H: -4.2479 7.0581 3.8659  0.10
H: -1.7234 7.4930 4.7891  0.11
N: 6.5922 -2.0779 -1.2209  -0.01
C: 6.2083 -3.2989 -0.7308  -0.15
C: 7.2779 -3.8414 -0.0541  -0.11
C: 8.3425 -2.9121 -0.1339  -0.11
C: 7.8905 -1.8312 -0.8574  -0.14
H: 6.0085 -1.4558 -1.7649  0.11
H: 5.2100 -3.6770 -0.9063  0.10
H: 7.2897 -4.8020 0.4443  0.10
H: 9.3320 -3.0195 0.2912  0.10
H: 8.3808 -0.9108 -1.1450  0.11
N: -6.2554 2.0771 -1.8785  0.00
C: -5.3267 1.2813 -1.2598  -0.16
C: -5.8233 -0.0025 -1.2226  -0.11
C: -7.0937 0.0186 -1.8461  -0.10
C: -7.3341 1.3146 -2.2442  -0.13
H: -6.1594 3.0711 -2.0407  0.15
H: -4.3951 1.6959 -0.8985  0.09
H: -5.3239 -0.8616 -0.7939  0.08
H: -7.7611 -0.8213 -1.9899  0.10
H: -8.1788 1.7586 -2.7538  0.11

The LUMO energy comes out at -3.83 eV. Its max |F| is 9.03 eV/A. Its charge is +1. The value obtained for the energy is -2688.34231 hartree. The HOMO-LUMO gap comes out at 0.232 Ha.